Record 1
The following is a DFT calculation (ωB97M-V/def2-TZVPD) of a single C20H22N4O3S molecule.

## Properties
DFT total energy = -1618.25593 Eh
structure (SMILES) = COc1ccccc1OCc1nnc(SCC(=O)Nc2ccc(C)cc2)n1C
HOMO level = -0.296 Ha
net charge = 0
relative energy (zero: lowest compared OMol25 entry of this formula, charge and spin) = 3.5284 eV
orbital gap = 8.62 eV

Last column: Löwdin charge in e.
Atoms and positions in Å:
C (-0.310, -2.212, 0.362)  -0.063
O (-1.547, -1.626, 0.686)  -0.116
C (-2.584, -1.716, -0.202)  -0.192
C (-2.523, -2.456, -1.378)  -0.017
C (-3.603, -2.533, -2.239)  -0.089
C (-4.774, -1.865, -1.938)  -0.092
C (-4.846, -1.114, -0.781)  -0.014
C (-3.770, -1.022, 0.096)  -0.205
O (-4.015, -0.219, 1.183)  -0.044
C (-3.022, 0.110, 2.126)  -0.100
C (-1.848, 0.847, 1.580)  -0.287
N (-0.659, 0.813, 2.109)  0.086
N (0.156, 1.581, 1.367)  -0.001
C (-0.553, 2.075, 0.383)  -0.612
S (0.005, 3.108, -0.895)  1.006
C (1.727, 3.393, -0.367)  -0.347
C (2.654, 2.237, -0.753)  -0.539
O (3.354, 2.299, -1.740)  0.060
N (2.586, 1.215, 0.125)  0.121
C (3.262, -0.008, 0.100)  -0.217
C (4.164, -0.370, -0.896)  -0.003
C (4.783, -1.604, -0.843)  -0.041
C (4.526, -2.502, 0.186)  -0.292
C (5.222, -3.829, 0.229)  -0.058
C (3.627, -2.129, 1.177)  -0.052
C (3.002, -0.898, 1.140)  -0.037
N (-1.849, 1.658, 0.476)  -0.031
C (-2.920, 2.032, -0.404)  -0.015
H (-0.387, -3.301, 0.289)  0.100
H (0.353, -1.950, 1.185)  0.079
H (0.100, -1.810, -0.570)  0.105
H (-1.618, -2.988, -1.624)  0.105
H (-3.521, -3.119, -3.141)  0.103
H (-5.625, -1.920, -2.598)  0.102
H (-5.744, -0.576, -0.521)  0.121
H (-2.643, -0.771, 2.654)  0.138
H (-3.547, 0.748, 2.849)  0.142
H (1.713, 3.569, 0.708)  0.084
H (2.036, 4.289, -0.905)  0.083
H (1.881, 1.295, 0.867)  0.083
H (4.374, 0.315, -1.700)  0.099
H (5.482, -1.876, -1.621)  0.113
H (4.747, -4.495, 0.946)  0.072
H (6.264, -3.697, 0.523)  0.082
H (5.211, -4.302, -0.751)  0.077
H (3.414, -2.809, 1.990)  0.110
H (2.308, -0.612, 1.918)  0.108
H (-3.867, 1.975, 0.128)  0.103
H (-2.748, 3.052, -0.750)  0.078
H (-2.956, 1.366, -1.270)  0.105

=====

Record 2
The following is a DFT calculation (ωB97M-V/def2-TZVPD) of a molecular structure, C17H17BN8O6Ru.

## Properties
DFT total energy = -1666.31903 Eh
<S²> = 6.04
HOMO level (spin up / spin down) = -0.482 / -0.559 Ha
2S+1 = 5
net charge = +2
relative energy (zero: lowest compared OMol25 entry of this formula, charge and spin) = 0.0845 eV
orbital gap (spin up / spin down) = 3.96 / 4.37 eV

Last column: Löwdin charge in e.
Atoms and positions in Å:
H (0.964, 3.257, -0.464)  0.136
N (0.637, 1.721, -1.909)  -0.084
B (0.270, 0.369, -4.034)  -0.451
N (0.653, 1.675, -3.307)  0.025
C (0.912, 2.911, -3.750)  0.035
Ru (0.286, 0.122, -0.829)  1.611
H (0.914, 3.086, -4.810)  0.156
C (1.104, 3.757, -2.663)  0.029
H (1.340, 4.804, -2.710)  0.131
C (0.916, 2.996, -1.514)  -0.021
H (0.285, 0.452, -5.230)  0.140
C (-1.492, -2.048, 1.393)  -0.007
H (-0.869, -2.504, 2.176)  0.051
H (-0.773, -1.434, 0.718)  -0.016
H (-1.924, -2.851, 0.771)  0.044
N (-1.133, -0.007, -3.478)  -0.003
N (1.223, -0.727, -3.485)  0.030
N (-1.313, -0.179, -2.100)  -0.105
N (1.265, -0.962, -2.101)  -0.104
C (-2.293, -0.283, -4.099)  0.006
C (2.019, -1.636, -4.054)  0.021
H (-2.310, -0.190, -5.177)  0.153
H (2.101, -1.653, -5.125)  0.157
C (-3.236, -0.651, -3.151)  0.009
C (2.606, -2.415, -3.078)  0.013
C (-2.593, -0.586, -1.899)  -0.051
C (2.146, -1.979, -1.848)  -0.017
H (-4.258, -0.939, -3.362)  0.127
H (3.307, -3.223, -3.237)  0.135
H (-2.928, -0.828, -0.897)  0.118
H (2.355, -2.274, -0.827)  0.124
H (-2.337, -1.452, 1.772)  0.046
O (2.417, -0.887, 1.213)  0.105
C (1.610, 0.006, 1.495)  -0.493
O (1.132, 0.952, 0.655)  -0.227
C (0.961, 0.226, 2.865)  -0.119
C (-0.221, 0.989, 2.949)  0.037
C (-1.003, 0.993, 4.130)  -0.113
C (-0.607, 0.297, 5.278)  0.110
C (0.601, -0.411, 5.204)  -0.102
C (1.402, -0.407, 4.034)  0.088
N (1.029, -1.157, 6.363)  -0.306
O (0.325, -1.143, 7.392)  0.099
O (2.114, -1.782, 6.300)  0.086
N (-2.333, 1.560, 4.062)  -0.335
O (-2.718, 2.008, 2.959)  0.144
O (-3.056, 1.562, 5.079)  0.196
H (-0.576, 1.587, 2.113)  0.107
H (-1.232, 0.276, 6.178)  0.144
H (2.313, -0.997, 4.038)  0.137

=====

Record 3
The following is a DFT calculation (ωB97M-V/def2-TZVPD) of 2 unconnected molecules or ions with the total composition C13H19N4O8.

## Properties
DFT total energy = -1327.56414 Eh
HOMO level = -0.163 Ha
net charge = -1
orbital gap = 5.91 eV

Last column: Löwdin charge in e.
Atoms and positions in Å:
C (5.255, 0.546, -1.012)  -0.069
C (4.445, 1.834, -1.068)  -0.437
O (3.926, 2.072, -2.367)  -0.048
C (3.253, 1.737, -0.066)  -0.175
N (2.160, 2.611, -0.463)  -0.050
C (0.824, 2.009, -0.388)  -0.182
C (0.204, 2.049, -1.792)  -0.176
O (-0.986, 1.295, -1.963)  -0.039
C (-2.037, 1.629, -1.103)  -0.478
N (-2.047, 0.855, 0.128)  0.121
O (-3.252, 1.251, -1.834)  -0.019
N (-3.680, -0.019, -1.507)  -0.068
O (-4.857, -0.070, -1.508)  0.024
C (-2.203, 3.147, -0.797)  -0.671
O (-2.425, 3.481, 0.397)  -0.056
O (-2.124, 3.936, -1.749)  -0.021
H (4.673, -0.289, -1.399)  0.082
H (5.518, 0.328, 0.025)  0.076
H (6.174, 0.648, -1.593)  0.070
H (5.052, 2.708, -0.806)  0.130
H (4.670, 2.215, -2.958)  0.082
H (2.958, 0.693, 0.008)  0.114
H (3.657, 2.124, 0.877)  0.116
H (2.168, 3.479, 0.046)  0.110
H (0.844, 0.968, -0.057)  0.103
H (0.185, 2.574, 0.295)  0.113
H (0.116, 3.075, -2.147)  0.118
H (0.943, 1.587, -2.452)  0.119
H (-1.536, 1.392, 0.821)  0.067
H (-1.436, 0.062, -0.064)  0.034
C (-3.320, -4.956, 2.482)  -0.081
C (-2.847, -4.017, 3.389)  -0.072
C (-2.005, -3.003, 2.963)  0.000
C (-1.651, -2.942, 1.628)  -0.136
C (-2.107, -3.872, 0.714)  0.004
C (-2.947, -4.885, 1.147)  -0.069
N (-0.778, -1.856, 1.167)  -0.347
O (-0.379, -1.062, 1.993)  0.084
O (-0.513, -1.812, -0.017)  0.073
H (-3.983, -5.743, 2.816)  0.102
H (-3.138, -4.073, 4.429)  0.104
H (-1.638, -2.272, 3.668)  0.120
H (-1.821, -3.814, -0.326)  0.122
H (-3.315, -5.617, 0.441)  0.105

=====

Record 4
The following is a DFT calculation (ωB97M-V/def2-TZVPD) of a molecular structure, C35H46N7O4S5W.

## Properties
DFT total energy = -4103.50201 Eh
<S²> = 2.02
HOMO level (spin up / spin down) = -0.358 / -0.388 Ha
2S+1 = 3
net charge = +1
relative energy (zero: lowest compared OMol25 entry of this formula, charge and spin) = 1.4658 eV
orbital gap (spin up / spin down) = 7.15 / 7.51 eV

Last column: Löwdin charge in e.
Atoms and positions in Å:
W (0.522, -0.059, 0.228)  1.593
S (-0.532, -3.532, 3.056)  1.059
C (-1.678, -2.297, 3.371)  -0.390
C (-1.555, -1.237, 2.530)  -0.235
C (-0.511, -1.375, 1.565)  -0.342
C (0.126, -2.587, 1.768)  -0.545
C (1.251, -2.920, 0.952)  -0.293
C (2.013, -4.082, 1.061)  -0.001
C (3.077, -4.285, 0.213)  -0.025
C (3.338, -3.325, -0.764)  -0.033
C (2.548, -2.205, -0.830)  -0.098
N (1.531, -1.957, 0.025)  -0.088
H (-2.389, -2.429, 4.171)  0.071
H (-2.194, -0.371, 2.611)  0.073
H (1.752, -4.804, 1.822)  0.112
H (3.697, -5.168, 0.293)  0.121
H (4.146, -3.448, -1.470)  0.109
H (2.722, -1.467, -1.597)  0.101
S (2.136, 0.348, 2.139)  0.731
C (0.834, 1.351, 2.581)  -1.068
N (-0.228, 1.299, 1.791)  -0.163
C (-1.240, 2.138, 2.231)  -0.296
C (-2.506, 2.300, 1.672)  -0.042
C (-3.374, 3.222, 2.228)  -0.074
C (-3.010, 3.969, 3.348)  -0.074
C (-1.774, 3.787, 3.941)  -0.072
C (-0.899, 2.868, 3.379)  -0.439
S (0.707, 2.436, 3.915)  1.105
H (-2.812, 1.683, 0.838)  0.047
H (-4.348, 3.368, 1.780)  0.103
H (-3.704, 4.687, 3.762)  0.110
H (-1.488, 4.349, 4.820)  0.116
N (-1.005, 1.251, -1.140)  -0.047
C (-0.698, 1.751, -2.498)  -0.219
C (-0.293, 0.627, -3.439)  -0.190
C (-1.398, -0.417, -3.666)  -0.187
C (-0.988, -1.779, -3.120)  -0.244
N (-0.787, -1.741, -1.658)  -0.008
H (-1.844, 0.672, -1.183)  -0.028
H (-1.214, 2.052, -0.552)  0.073
H (0.114, 2.474, -2.419)  0.109
H (-1.572, 2.272, -2.902)  0.126
H (0.574, 0.128, -3.012)  0.077
H (0.016, 1.074, -4.384)  0.119
H (-1.602, -0.527, -4.732)  0.114
H (-2.338, -0.111, -3.195)  0.091
H (-0.051, -2.077, -3.595)  0.118
H (-1.749, -2.520, -3.385)  0.116
H (-0.403, -2.632, -1.364)  0.079
H (-1.701, -1.684, -1.221)  -0.040
C (-7.401, -0.910, -2.286)  -0.071
C (-7.246, 0.208, -1.262)  -0.227
N (-5.822, 0.451, -0.993)  -0.004
C (-5.129, -0.046, 0.054)  -0.815
S (-3.573, -0.666, -0.171)  0.724
N (-5.653, -0.019, 1.282)  0.015
C (-6.705, 0.859, 1.786)  -0.235
C (-7.812, 0.077, 2.479)  -0.074
H (-8.453, -1.102, -2.490)  0.081
H (-6.949, -1.831, -1.916)  0.082
H (-6.917, -0.642, -3.226)  0.078
H (-7.748, -0.068, -0.337)  0.093
H (-7.690, 1.130, -1.640)  0.120
H (-5.272, 0.428, -1.838)  0.105
H (-5.078, -0.460, 1.982)  0.124
H (-7.096, 1.450, 0.961)  0.108
H (-6.249, 1.552, 2.499)  0.113
H (-8.264, -0.648, 1.802)  0.071
H (-8.589, 0.757, 2.828)  0.082
H (-7.419, -0.459, 3.343)  0.079
C (4.398, -2.217, -7.628)  -0.045
C (4.975, -1.473, -6.459)  -0.265
C (5.360, -0.139, -6.586)  -0.027
C (5.939, 0.537, -5.525)  -0.054
C (6.130, -0.125, -4.323)  -0.294
C (5.733, -1.442, -4.165)  -0.054
C (5.162, -2.112, -5.235)  -0.030
S (6.803, 0.760, -2.932)  0.633
O (7.987, 1.457, -3.318)  -0.271
O (6.808, -0.138, -1.816)  -0.287
N (5.654, 1.922, -2.607)  -0.123
C (4.307, 1.402, -2.406)  -0.237
C (3.447, 2.351, -1.576)  -0.053
C (2.241, 1.646, -1.016)  -0.647
O (1.469, 2.194, -0.203)  -0.073
O (1.998, 0.443, -1.371)  -0.184
H (3.917, -1.539, -8.331)  0.079
H (3.676, -2.966, -7.303)  0.079
H (5.194, -2.737, -8.165)  0.092
H (5.206, 0.372, -7.528)  0.118
H (6.261, 1.566, -5.628)  0.120
H (5.896, -1.919, -3.208)  0.106
H (4.860, -3.147, -5.124)  0.115
H (5.735, 2.714, -3.234)  0.116
H (4.436, 0.468, -1.860)  0.108
H (3.799, 1.172, -3.351)  0.128
H (3.110, 3.202, -2.172)  0.135
H (4.026, 2.749, -0.742)  0.141

=====

Record 5
The following is a DFT calculation (ωB97M-V/def2-TZVPD) of a single C5H7N3 molecule.

## Properties
DFT total energy = -358.76946 Eh
structure (SMILES) = CN1[C@@H]2C=NN=C[C@H]21
HOMO level = -0.341 Ha
net charge = 0
relative energy (zero: lowest compared OMol25 entry of this formula, charge and spin) = 6.7735 eV
orbital gap = 9.87 eV

Last column: Löwdin charge in e.
Atoms and positions in Å:
C (0.435, -2.100, -0.261)  -0.084
N (0.534, -0.941, 0.637)  -0.047
C (0.702, 0.312, -0.039)  -0.308
C (0.958, 1.688, 0.251)  -0.121
N (-0.051, 2.515, -0.041)  0.043
N (-1.239, 1.827, -0.645)  0.038
C (-1.540, 0.666, -0.144)  -0.124
C (-0.533, 0.034, 0.741)  -0.227
H (1.444, -2.414, -0.771)  0.115
H (-0.338, -1.860, -1.029)  0.088
H (0.276, -3.044, 0.354)  0.093
H (0.436, 0.362, -1.073)  0.133
H (1.942, 2.104, 0.705)  0.141
H (-2.425, 0.315, -0.489)  0.073
H (-0.600, 0.535, 1.804)  0.186

=====

Record 6
The following is a DFT calculation (ωB97M-V/def2-TZVPD) of 2 unconnected molecules or ions with the total composition CH4NO2.

## Properties
DFT total energy = -245.72774 Eh
HOMO level = -0.062 Ha
net charge = -1
relative energy (zero: lowest compared OMol25 entry of this formula, charge and spin) = 1.9009 eV
orbital gap = 6.26 eV

Last column: Löwdin charge in e.
Atoms and positions in Å:
O (2.341, 1.209, -0.402)  -0.121
H (1.407, 0.971, -0.600)  -0.011
C (-0.477, -0.404, 0.495)  -0.553
N (-1.608, -1.369, 0.641)  -0.089
O (-0.485, 0.240, -0.540)  -0.221
H (2.308, 2.069, 0.013)  0.002
H (-1.929, -1.642, 1.551)  -0.015
H (-2.293, -1.457, -0.115)  0.008

=====

Record 7
The following is a DFT calculation (ωB97M-V/def2-TZVPD) of 2 unconnected molecules or ions with the total composition C2H2F2I2O.

## Properties
DFT total energy = -947.62655 Eh
HOMO level (spin up / spin down) = -0.304 / -0.326 Ha
net charge = 0
relative energy (zero: lowest compared OMol25 entry of this formula, charge and spin) = 3.5265 eV
orbital gap (spin up / spin down) = 7.23 / 8.33 eV

Last column: Löwdin charge in e.
Atoms and positions in Å:
C (0.013, -0.564, 0.257)  -0.693
C (-2.017, 0.755, 1.401)  -0.782
O (0.783, 0.354, -0.235)  -0.106
F (-1.964, 1.013, 2.741)  -0.032
F (-3.145, 0.043, 1.227)  -0.036
I (-0.962, -2.001, -1.079)  0.689
I (-1.831, 2.470, 0.140)  0.857
H (0.388, -1.222, 1.128)  0.072
H (0.466, 0.990, -0.848)  0.031

=====

Record 8
The following is a DFT calculation (ωB97M-V/def2-TZVPD) of 2 unconnected molecules or ions with the total composition C4H8N2Si.

## Properties
DFT total energy = -556.10393 Eh
HOMO level (spin up / spin down) = -0.323 / -0.286 Ha
net charge = 0
relative energy (zero: lowest compared OMol25 entry of this formula, charge and spin) = 2.3892 eV
orbital gap (spin up / spin down) = 8.15 / 7.62 eV

Last column: Löwdin charge in e.
Atoms and positions in Å:
C (-2.990, -0.316, 0.569)  -0.157
C (-1.971, 0.494, 0.961)  -0.151
C (-1.775, -0.014, -1.140)  -0.262
C (2.034, -1.336, -0.035)  0.020
N (-2.851, -0.623, -0.756)  0.056
N (-1.176, 0.704, -0.142)  -0.261
Si (0.402, 1.437, -0.221)  0.773
H (-3.803, -0.709, 1.138)  0.091
H (-1.744, 0.944, 1.905)  0.097
H (-1.366, -0.043, -2.130)  0.108
H (1.516, -1.861, -0.810)  -0.036
H (3.036, -1.013, -0.235)  -0.042
H (1.797, -1.587, 0.979)  -0.038
H (0.573, 2.343, 0.905)  -0.100
H (0.578, 1.932, -1.576)  -0.098

=====

> The highest DFT total energy belongs to which entry?

CH4NO2